(1)
A molecular structure, C22H34Cl4LiN10 in a non-equilibrium geometry, computed with the ωB97M-V functional and the def2-TZVPD basis.

E_LUMO	-1.69	eV
net charge	+1
maximum force	5.1	eV Å⁻¹
HOMO	-12.68	eV

Each line ends with the Mulliken charge.
Positions of all 71 atoms, in Å:
Li  0.96  -0.62  0.28  0.76
C  -1.29  5.40  1.81  -0.36
Cl  -1.59  6.42  0.41  -0.16
Cl  -1.54  3.71  1.49  -0.07
H  -0.21  5.47  2.06  0.22
H  -1.92  5.72  2.60  0.37
C  -3.13  2.70  -2.28  0.25
Cl  -4.70  1.96  -2.54  -0.17
Cl  -2.44  3.02  -3.87  -0.17
H  -3.25  3.63  -1.77  0.32
H  -2.55  1.96  -1.72  -0.25
C  1.02  2.08  -3.70  -1.08
C  0.63  1.21  -2.55  0.11
N  0.58  0.51  -1.68  0.04
H  1.15  3.09  -3.31  0.26
H  0.35  2.23  -4.52  0.32
H  2.03  1.81  -3.98  0.36
C  -2.29  -1.82  -2.59  -0.06
C  -1.15  -2.61  -2.97  0.39
N  -0.24  -3.25  -3.27  -0.51
H  -3.20  -2.31  -3.02  0.39
H  -2.19  -0.81  -3.07  0.21
H  -2.37  -1.56  -1.54  -0.50
C  0.30  -3.91  3.47  -0.81
C  0.87  -3.02  2.45  0.29
N  1.26  -2.30  1.70  -0.32
H  -0.10  -4.65  2.75  0.18
H  -0.48  -3.55  4.09  0.31
H  1.18  -4.37  3.92  0.33
C  4.32  2.15  -0.03  -0.55
C  4.26  2.83  -1.32  0.45
N  4.22  3.39  -2.31  -0.53
H  3.33  2.10  0.36  -0.06
H  4.97  2.63  0.69  0.35
H  4.68  1.14  -0.07  0.30
C  -3.59  -0.59  1.07  -1.02
C  -2.18  -0.68  0.73  0.23
N  -1.06  -0.73  0.39  -0.12
H  -4.11  -1.28  0.34  0.30
H  -3.99  0.38  0.91  0.39
H  -3.77  -1.03  2.04  0.28
C  -0.67  -5.84  -0.79  -0.90
C  -1.62  -4.84  -0.29  0.32
N  -2.33  -4.00  -0.03  -0.30
H  0.30  -5.56  -0.40  0.26
H  -0.67  -5.79  -1.88  0.34
H  -1.00  -6.86  -0.41  0.32
C  1.84  1.44  4.19  -0.95
C  1.71  0.96  2.81  0.26
N  1.48  0.60  1.77  -0.01
H  2.89  1.71  4.38  0.29
H  1.43  0.77  4.94  0.32
H  1.28  2.44  4.35  0.25
C  3.62  -2.42  -2.75  -0.99
C  3.30  -1.64  -1.56  0.48
N  2.98  -1.00  -0.69  -0.37
H  3.31  -3.48  -2.55  0.26
H  4.64  -2.30  -3.00  0.36
H  3.06  -2.06  -3.53  0.32
C  2.50  6.23  -1.02  -0.88
C  2.10  5.27  0.00  0.39
N  1.73  4.48  0.77  -0.36
H  1.64  6.72  -1.46  0.27
H  3.12  5.74  -1.77  0.25
H  3.05  7.03  -0.57  0.36
C  -4.03  -4.32  2.77  -0.94
C  -3.12  -3.41  3.39  0.60
N  -2.50  -2.57  3.87  -0.57
H  -3.81  -5.33  3.16  0.33
H  -4.06  -4.40  1.66  0.26
H  -4.96  -4.02  3.20  0.37



(2)
13 unconnected molecules or ions with the total composition H26O13 in a non-equilibrium geometry, computed with the ωB97M-V functional and the def2-TZVPD basis.

E_LUMO	-0.24	eV
maximum force	1.4	eV Å⁻¹
ΔE to the lowest compared entry with this formula, charge and spin	135.7	kJ/mol
HOMO	-10.10	eV

Each line ends with the Mulliken charge.
Positions of all 39 atoms, in Å:
O  0.60  1.58  3.59  -0.69
H  0.44  1.39  4.52  0.31
H  -0.17  1.15  3.11  0.39
O  2.96  0.07  -1.28  -0.62
H  2.83  0.28  -0.32  0.26
H  3.77  -0.45  -1.33  0.30
O  -3.65  1.37  -0.68  -0.60
H  -2.72  1.27  -0.42  0.30
H  -4.04  1.94  -0.01  0.29
O  2.15  0.43  1.50  -0.58
H  3.10  0.43  1.69  0.32
H  1.75  0.90  2.29  0.26
O  -0.12  -0.20  -0.40  -0.18
H  -0.04  0.49  0.28  0.23
H  0.77  -0.55  -0.51  0.11
O  1.38  -0.50  -3.59  -0.66
H  1.89  -0.43  -2.73  0.36
H  1.86  -1.13  -4.14  0.32
O  -1.34  -1.16  -2.68  -0.73
H  -1.29  -0.69  -1.84  0.40
H  -0.41  -1.13  -3.01  0.35
O  -1.72  2.74  1.78  -0.55
H  -2.58  3.04  1.45  0.24
H  -1.11  2.82  1.00  0.34
O  -3.05  -1.90  -0.57  -0.65
H  -3.68  -1.42  -1.12  0.31
H  -2.32  -2.13  -1.18  0.35
O  -1.48  0.12  2.41  -0.71
H  -2.21  0.72  2.64  0.32
H  -1.84  -0.45  1.70  0.30
O  2.02  -2.51  0.96  -0.61
H  2.98  -2.49  0.89  0.28
H  1.80  -1.80  1.59  0.30
O  1.28  -3.87  -1.39  -0.64
H  1.27  -3.24  -0.64  0.35
H  0.90  -4.68  -1.04  0.31
O  -0.10  3.15  -0.49  -0.65
H  0.78  3.21  -0.88  0.28
H  -0.68  3.63  -1.11  0.29



(3)
A molecular structure, C21H47OP3SSn in a non-equilibrium geometry, computed with the ωB97M-V functional and the def2-TZVPD basis.

E_LUMO (alpha / beta)	-15.90 / -14.75	eV
net charge	+4
maximum force	2.1	eV Å⁻¹
ΔE to the lowest compared entry with this formula, charge and spin	0.0	kJ/mol
HOMO (alpha / beta)	-18.92 / -19.01	eV

Each line ends with the Mulliken charge.
Positions of all 74 atoms, in Å:
Sn  0.12  0.34  -0.79  0.87
P  1.95  1.29  0.90  0.63
P  -2.21  2.43  1.38  1.12
P  0.97  2.07  -2.63  1.09
H  0.15  -4.97  1.50  0.32
C  0.69  -4.39  0.75  -0.40
C  1.96  -3.98  0.92  -0.52
H  2.52  -4.21  1.85  0.32
C  1.81  0.47  2.52  -0.80
C  1.97  3.07  1.29  -0.98
C  3.64  0.90  0.33  -0.93
C  -3.82  1.86  0.82  -1.09
C  -2.09  2.48  3.17  -0.96
C  -1.79  3.99  0.60  -1.03
C  2.54  1.54  -3.40  -1.42
C  1.28  3.82  -2.19  -1.33
C  -0.18  2.15  -4.04  -1.15
H  0.17  -4.15  -0.19  0.12
H  2.50  -3.44  0.13  0.18
H  2.06  -0.60  2.43  0.32
H  0.77  0.54  2.89  -0.01
H  2.48  0.94  3.26  0.50
H  1.09  3.34  1.89  0.18
H  1.95  3.67  0.36  0.20
H  2.88  3.32  1.85  0.54
H  3.86  -0.15  0.54  0.40
H  4.36  1.54  0.88  0.48
H  3.74  1.09  -0.74  0.16
H  -4.60  2.59  1.08  0.44
H  -4.06  0.90  1.29  0.37
H  -3.80  1.74  -0.27  0.42
H  -3.04  2.82  3.61  0.44
H  -1.29  3.18  3.48  0.41
H  -1.86  1.48  3.55  0.19
H  -2.61  4.71  0.73  0.49
H  -1.63  3.84  -0.47  0.28
H  -0.88  4.40  1.05  0.39
H  2.59  2.00  -4.40  0.49
H  2.58  0.45  -3.50  0.43
H  3.39  1.89  -2.80  0.35
H  1.15  4.42  -3.10  0.51
H  2.31  3.97  -1.82  0.44
H  0.57  4.17  -1.44  0.32
H  0.38  2.10  -4.98  0.45
H  -0.73  3.11  -3.99  0.47
H  -0.90  1.33  -4.00  0.24
C  0.41  -2.26  -3.36  1.20
C  -0.80  -1.71  -3.83  -0.11
C  -1.44  -2.29  -4.93  -0.71
C  -0.92  -3.45  -5.53  -0.39
C  0.23  -4.04  -5.01  -0.57
C  0.89  -3.47  -3.93  -0.59
S  1.39  -1.48  -2.17  -0.25
H  -1.23  1.46  0.98  -0.63
H  -1.22  -0.83  -3.34  0.14
H  -2.36  -1.84  -5.31  0.45
H  -1.41  -3.88  -6.41  0.47
H  0.63  -4.95  -5.45  0.44
H  1.80  -3.91  -3.51  0.50
C  -2.65  -2.95  2.28  -1.33
C  -2.34  -1.53  2.69  0.22
O  -0.94  -1.24  2.86  -0.03
C  -0.20  -2.18  3.67  0.05
C  0.21  -1.58  5.00  -1.24
H  -1.96  -3.33  1.52  0.17
H  -3.67  -2.98  1.87  0.44
H  -2.64  -3.63  3.14  0.43
H  -2.69  -0.81  1.94  -0.32
H  -2.85  -1.30  3.64  0.37
H  -0.80  -3.09  3.85  0.46
H  0.68  -2.46  3.08  -0.12
H  -0.66  -1.43  5.63  0.35
H  0.88  -2.27  5.51  0.41
H  0.73  -0.62  4.86  0.23



(4)
A molecular structure, C32H39CoN4O2 in a non-equilibrium geometry, computed with the ωB97M-V functional and the def2-TZVPD basis.

E_LUMO (alpha / beta)	2.89 / 2.88	eV
2S+1	2
net charge	-1
maximum force	1.1	eV Å⁻¹
HOMO (alpha / beta)	-3.87 / -3.96	eV

Each line ends with the Mulliken charge.
Positions of all 78 atoms, in Å:
Co  -0.36  -0.06  -0.21  1.67
C  -2.70  1.81  -0.85  -1.42
N  -2.04  0.85  -1.74  1.19
C  -3.02  -0.20  -2.03  -0.90
C  -2.57  -1.46  -2.77  -1.10
C  -1.17  -2.05  -2.54  -1.17
N  -0.54  -1.88  -1.24  0.17
C  -0.35  -2.97  -0.58  -0.18
C  0.47  -3.15  0.58  0.51
C  0.46  -4.42  1.20  -0.30
C  1.31  -4.75  2.22  -0.93
C  2.25  -3.78  2.63  -0.45
C  2.29  -2.54  2.06  -0.35
C  1.38  -2.14  1.03  0.03
O  1.43  -0.98  0.52  -0.90
C  -1.55  1.58  -2.90  -1.36
C  -0.48  0.89  -3.75  -0.81
C  0.86  0.59  -3.03  -1.10
N  0.85  0.98  -1.64  -0.09
C  1.87  1.62  -1.20  -0.46
C  1.97  2.24  0.10  0.76
C  3.16  2.92  0.41  -0.68
C  3.30  3.64  1.57  -0.80
C  2.20  3.70  2.45  -0.52
C  1.03  3.04  2.18  -0.42
C  0.86  2.27  0.99  0.02
O  -0.25  1.69  0.75  -0.66
H  -3.56  2.29  -1.36  0.42
H  -1.99  2.57  -0.54  0.36
H  -3.05  1.30  0.04  0.22
H  -3.87  0.22  -2.59  0.38
H  -3.39  -0.51  -1.05  0.14
H  -2.65  -1.30  -3.85  0.38
H  -3.32  -2.22  -2.52  0.51
H  -0.49  -1.64  -3.28  0.38
H  -1.24  -3.12  -2.78  0.56
H  -0.80  -3.89  -0.96  0.14
H  -0.26  -5.15  0.84  0.28
H  1.27  -5.72  2.69  0.38
H  2.96  -4.03  3.42  0.37
H  3.02  -1.81  2.39  0.39
H  -1.11  2.51  -2.52  0.55
H  -2.39  1.87  -3.56  0.37
H  -0.28  1.56  -4.60  0.59
H  -0.89  -0.02  -4.19  0.18
H  1.67  1.11  -3.56  0.52
H  1.09  -0.48  -3.09  0.31
H  2.72  1.78  -1.87  0.13
H  3.98  2.88  -0.30  0.34
H  4.21  4.17  1.80  0.38
H  2.28  4.27  3.37  0.43
H  0.19  3.08  2.86  0.38
C  -4.83  -2.50  1.09  -1.84
C  -3.76  -2.15  2.13  1.92
C  -4.41  -1.38  3.29  -1.59
C  -3.13  -3.44  2.67  -1.56
C  -2.70  -1.34  1.49  0.17
C  -1.79  -0.76  0.92  0.29
H  -5.60  -3.15  1.53  0.45
H  -4.38  -3.02  0.25  0.27
H  -5.32  -1.60  0.72  0.32
H  -5.22  -1.97  3.74  0.43
H  -4.83  -0.43  2.93  0.29
H  -3.68  -1.15  4.06  0.29
H  -3.89  -4.06  3.18  0.44
H  -2.33  -3.21  3.37  0.25
H  -2.70  -4.02  1.86  0.28
C  0.94  0.29  5.98  -0.37
C  1.90  0.49  4.99  -1.30
C  1.53  0.27  3.67  -0.45
N  0.31  -0.10  3.30  0.53
C  -0.60  -0.29  4.25  0.00
C  -0.33  -0.11  5.60  -0.53
H  1.19  0.45  7.02  0.36
H  2.90  0.80  5.23  0.44
H  2.24  0.40  2.86  0.82
H  -1.58  -0.58  3.89  -0.14
H  -1.10  -0.29  6.34  0.45



Number 1: molar mass 587.34 g mol⁻¹, total energy -3254.355259 hartree. Number 2: molar mass 234.20 g mol⁻¹, total energy -993.721548 hartree. Number 3: molar mass 559.31 g mol⁻¹, total energy -2538.545339 hartree. Number 4: molar mass 570.62 g mol⁻¹, total energy -2995.042254 hartree.